[1]
{
  "formula": "C22H25N3O5",
  "method": "ωB97M-V/def2-TZVPD",
  "symbols": ["C", "C", "C", "C", "N", "C", "O", "C", "O", "C", "C", "C", "C", "C", "C", "C", "O", "C", "C", "C", "C", "N", "C", "O", "N", "C", "C", "O", "C", "C", "H", "H", "H", "H", "H", "H", "H", "H", "H", "H", "H", "H", "H", "H", "H", "H", "H", "H", "H", "H", "H", "H", "H", "H", "H"],
  "coordinates": [[-2.228, -3.088, -0.053], [-1.182, -2.581, 0.933], [-1.528, -2.977, 2.367], [-0.504, -2.465, 3.384], [-0.445, -1.022, 3.409], [-1.169, -0.289, 4.262], [-1.809, -0.724, 5.197], [-1.086, 1.227, 3.999], [-0.702, 1.431, 2.658], [-0.108, 2.579, 2.277], [-0.168, 3.774, 2.987], [0.444, 4.910, 2.488], [1.120, 4.875, 1.279], [1.179, 3.696, 0.562], [0.570, 2.538, 1.041], [0.723, 1.247, 0.333], [0.881, 0.188, 0.915], [0.723, 1.298, -1.147], [0.043, 2.286, -1.890], [0.070, 2.253, -3.258], [-0.626, 3.228, -4.006], [-1.197, 4.036, -4.584], [0.798, 1.234, -3.996], [0.882, 1.148, -5.203], [1.451, 0.291, -3.174], [2.185, -0.761, -3.850], [1.345, -2.031, -3.978], [1.167, -2.581, -2.694], [0.449, -3.788, -2.707], [1.380, 0.309, -1.842], [-3.210, -2.696, 0.202], [-1.985, -2.770, -1.064], [-2.280, -4.175, -0.035], [-0.202, -2.985, 0.671], [-1.118, -1.494, 0.857], [-2.508, -2.574, 2.630], [-1.581, -4.065, 2.444], [0.491, -2.846, 3.143], [-0.787, -2.794, 4.387], [0.001, -0.564, 2.622], [-2.067, 1.669, 4.210], [-0.352, 1.652, 4.695], [-0.696, 3.818, 3.927], [0.392, 5.829, 3.051], [1.602, 5.762, 0.900], [1.733, 3.658, -0.364], [-0.522, 3.055, -1.382], [2.436, -0.394, -4.848], [3.091, -0.985, -3.284], [0.373, -1.794, -4.437], [1.869, -2.743, -4.632], [0.976, -4.555, -3.286], [0.361, -4.108, -1.671], [-0.552, -3.652, -3.135], [1.875, -0.493, -1.311]]
}

***

[2]
{
  "formula": "C24H36Cl2O2P2RuSSbSe4",
  "method": "ωB97M-V/def2-TZVPD",
  "symbols": ["Ru", "Cl", "C", "C", "C", "C", "C", "Cl", "C", "S", "H", "H", "H", "C", "P", "C", "C", "C", "C", "C", "C", "C", "P", "C", "C", "H", "H", "H", "H", "H", "H", "H", "H", "H", "H", "H", "H", "H", "H", "H", "H", "C", "C", "C", "C", "O", "H", "H", "H", "H", "H", "H", "H", "H", "H", "C", "C", "C", "O", "C", "H", "H", "H", "H", "H", "H", "H", "H", "Se", "Sb", "Se", "Se", "Se"],
  "coordinates": [[-0.148, -0.279, -0.162], [-1.419, -3.667, 0.044], [-0.012, -4.316, -0.730], [0.299, -5.638, -0.448], [1.357, -6.260, -1.086], [2.097, -5.545, -2.013], [1.784, -4.220, -2.259], [2.800, -3.393, -3.420], [0.730, -3.533, -1.627], [0.419, -1.851, -2.041], [-0.314, -6.171, 0.266], [1.600, -7.292, -0.867], [2.922, -6.000, -2.544], [-2.822, 1.811, -1.163], [-1.944, 0.235, -1.491], [-3.348, -0.894, -1.720], [-1.278, 0.547, -3.191], [-1.945, 0.303, -4.386], [-1.297, 0.480, -5.601], [0.023, 0.909, -5.632], [0.694, 1.166, -4.444], [0.057, 0.973, -3.224], [0.896, 1.181, -1.579], [2.631, 0.716, -1.855], [1.037, 3.004, -1.539], [-3.512, 2.045, -1.977], [-2.094, 2.617, -1.051], [-3.369, 1.704, -0.225], [-4.083, -0.482, -2.415], [-3.827, -1.042, -0.748], [-2.973, -1.853, -2.082], [-2.973, -0.039, -4.369], [-1.820, 0.269, -6.526], [0.534, 1.027, -6.580], [1.731, 1.480, -4.470], [2.659, -0.325, -2.172], [3.125, 0.789, -0.885], [3.127, 1.359, -2.589], [1.522, 3.338, -2.460], [1.632, 3.314, -0.679], [0.050, 3.463, -1.472], [3.559, -1.054, 2.174], [2.034, -0.932, 2.106], [1.400, -2.295, 2.400], [1.556, 0.076, 3.162], [1.711, -0.497, 0.833], [3.891, -1.399, 3.159], [4.013, -0.079, 1.973], [3.904, -1.759, 1.414], [1.685, -2.673, 3.389], [1.705, -3.016, 1.637], [0.311, -2.208, 2.379], [1.785, -0.262, 4.179], [0.473, 0.203, 3.080], [2.035, 1.045, 2.990], [0.218, 4.494, 2.963], [-0.991, 4.358, 3.893], [-1.247, 2.861, 3.818], [-1.018, 2.526, 2.456], [-0.045, 3.403, 1.910], [1.138, 4.277, 3.510], [0.310, 5.482, 2.509], [-1.847, 4.905, 3.492], [-0.794, 4.707, 4.907], [-2.264, 2.564, 4.073], [-0.543, 2.317, 4.464], [-0.451, 3.823, 0.985], [0.857, 2.837, 1.656], [-2.789, -2.242, 4.989], [-3.484, -0.353, 3.484], [-1.831, -0.283, 1.321], [-4.328, 0.257, 5.847], [-5.499, -1.015, 2.263]],
  "total_charge": -2,
  "multiplicity": 2
}

***

[3]
{
  "formula": "C62H60CsN5O3S3Te",
  "method": "ωB97M-V/def2-TZVPD",
  "symbols": ["Cs", "C", "N", "C", "C", "N", "C", "C", "C", "C", "C", "C", "C", "S", "C", "C", "C", "C", "C", "C", "S", "H", "H", "H", "H", "H", "H", "H", "H", "H", "H", "H", "H", "H", "H", "H", "H", "H", "H", "C", "C", "C", "C", "C", "O", "C", "C", "C", "C", "C", "C", "C", "O", "C", "C", "C", "N", "C", "C", "Te", "C", "C", "C", "C", "C", "C", "C", "C", "C", "C", "C", "C", "H", "H", "H", "H", "H", "H", "H", "H", "H", "H", "H", "H", "H", "H", "H", "H", "H", "H", "H", "H", "H", "H", "H", "H", "O", "S", "C", "C", "C", "C", "C", "C", "C", "C", "C", "C", "C", "C", "C", "C", "H", "H", "H", "H", "H", "H", "H", "H", "H", "H", "H", "H", "H", "H", "N", "C", "C", "C", "N", "H", "H", "H", "H"],
  "coordinates": [[0.641, 1.005, -0.455], [2.940, 2.820, 2.077], [1.693, 2.919, 2.827], [1.603, 2.026, 3.967], [0.812, 0.749, 3.681], [1.532, -0.225, 2.882], [0.678, -1.333, 2.487], [2.769, -0.708, 3.428], [2.873, -1.004, 4.783], [4.042, -1.509, 5.335], [5.126, -1.735, 4.497], [5.034, -1.447, 3.148], [3.870, -0.916, 2.561], [3.829, -0.531, 0.866], [1.235, 4.253, 2.975], [1.327, 4.910, 4.202], [0.876, 6.212, 4.386], [0.340, 6.889, 3.299], [0.266, 6.260, 2.067], [0.699, 4.941, 1.847], [0.568, 4.240, 0.258], [3.812, 3.100, 2.694], [2.880, 3.494, 1.225], [3.091, 1.806, 1.707], [1.095, 2.526, 4.794], [2.605, 1.755, 4.326], [-0.084, 1.029, 3.119], [0.462, 0.324, 4.643], [0.300, -1.892, 3.364], [1.231, -2.020, 1.846], [-0.182, -0.962, 1.924], [2.018, -0.832, 5.427], [4.100, -1.721, 6.396], [6.052, -2.133, 4.899], [5.887, -1.611, 2.499], [1.780, 4.397, 5.042], [0.959, 6.684, 5.358], [-0.019, 7.907, 3.409], [-0.154, 6.781, 1.216], [0.749, -4.927, -6.218], [0.776, -3.799, -5.222], [1.237, -2.542, -5.541], [1.279, -1.491, -4.616], [1.842, -0.211, -5.096], [1.799, 0.093, -6.283], [2.517, 0.738, -4.146], [2.405, 2.099, -4.410], [3.017, 3.030, -3.584], [3.780, 2.600, -2.509], [3.921, 1.241, -2.252], [3.280, 0.312, -3.060], [0.764, -1.652, -3.292], [0.651, -0.698, -2.454], [0.340, -2.992, -2.962], [0.345, -3.996, -3.900], [0.010, -3.313, -1.541], [0.896, -3.377, -0.635], [2.260, -3.074, -1.013], [3.243, -3.721, -0.068], [5.228, -3.336, -0.742], [5.094, -4.878, -2.203], [5.379, -6.207, -1.898], [5.213, -7.205, -2.850], [4.756, -6.885, -4.121], [4.469, -5.565, -4.436], [4.640, -4.569, -3.483], [-1.403, -3.608, -1.153], [-1.753, -3.641, 0.198], [-3.049, -3.931, 0.583], [-4.019, -4.212, -0.375], [-3.680, -4.178, -1.718], [-2.383, -3.862, -2.105], [1.202, -4.618, -7.162], [-0.273, -5.253, -6.433], [1.298, -5.800, -5.853], [1.604, -2.331, -6.541], [1.818, 2.413, -5.263], [2.888, 4.089, -3.770], [4.241, 3.323, -1.847], [4.494, 0.907, -1.395], [3.365, -0.743, -2.831], [0.027, -4.991, -3.594], [2.402, -1.992, -0.951], [2.463, -3.382, -2.046], [3.115, -4.801, 0.008], [3.190, -3.268, 0.919], [5.732, -6.462, -0.906], [5.436, -8.235, -2.596], [4.614, -7.664, -4.860], [4.093, -5.307, -5.419], [4.401, -3.542, -3.732], [-0.985, -3.428, 0.930], [-3.308, -3.938, 1.635], [-5.034, -4.443, -0.073], [-4.431, -4.375, -2.474], [-2.135, -3.794, -3.155], [-2.934, 1.472, 1.416], [-4.118, 0.704, 1.856], [-5.481, 1.115, 0.700], [-5.726, 2.575, 0.471], [-4.706, 3.402, -0.002], [-4.937, 4.758, -0.170], [-6.189, 5.298, 0.093], [-7.217, 4.475, 0.530], [-6.981, 3.121, 0.722], [-4.764, 1.509, 3.407], [-4.257, 2.904, 3.600], [-5.124, 3.989, 3.541], [-4.642, 5.283, 3.659], [-3.284, 5.505, 3.820], [-2.408, 4.429, 3.884], [-2.896, 3.136, 3.787], [-6.366, 0.604, 1.086], [-5.170, 0.621, -0.222], [-3.727, 2.989, -0.197], [-4.125, 5.394, -0.500], [-6.363, 6.358, -0.043], [-8.198, 4.887, 0.731], [-7.780, 2.480, 1.081], [-4.405, 0.841, 4.191], [-5.853, 1.469, 3.380], [-6.181, 3.822, 3.386], [-5.330, 6.118, 3.598], [-2.894, 6.512, 3.877], [-1.345, 4.602, 3.978], [-2.207, 2.302, 3.808], [-1.955, 0.191, -2.788], [-2.925, -0.198, -3.635], [-3.886, -0.823, -2.873], [-3.372, -0.772, -1.562], [-2.204, -0.155, -1.521], [-1.025, 0.517, -3.019], [-2.854, -0.019, -4.694], [-4.802, -1.273, -3.213], [-3.778, -1.199, -0.658]],
  "total_charge": -2
}

***

Going through the records in order, we get energy relative to the best compared isomer or geometry (same formula, charge and spin) values of 2.756, 2.311, 0.153 eV.
Going through the records in order, we get E_tot values of -1393.81277, -13028.84438, -4380.89705 hartree.